i:
C3H4N4O | the ωB97M-V functional and the def2-TZVPD basis

Positions of all 12 atoms, in Å:
1 C 1.027 0.567 0.288
2 C -0.347 0.298 0.113
3 C -2.360 0.307 -0.223
4 H 3.524 0.793 -0.075
5 H 3.683 -0.792 -0.540
6 H 1.150 1.384 0.940
7 H -3.467 0.459 -0.308
8 N 3.132 -0.146 -0.105
9 N 1.840 -0.279 -0.190
10 N -1.310 1.200 -0.121
11 N -2.110 -0.943 -0.036
12 O -0.710 -0.962 0.260

- Orbital gap: 9.8 eV
- Net charge: 0
- LUMO level: 0.6 eV
- HOMO energy: -9.198 eV



ii:
C3H4N4O | the ωB97M-V functional and the def2-TZVPD basis

Positions of all 12 atoms, in Å:
1 N -2.378 0.738 0.001
2 N -2.125 -0.437 -0.221
3 C -0.940 -1.194 0.035
4 C 0.230 -0.411 0.230
5 C 0.364 1.008 0.085
6 N 1.701 1.186 -0.268
7 O 2.311 -0.157 0.031
8 N 1.381 -1.056 0.087
9 H -1.893 1.139 0.719
10 H -3.369 0.869 0.308
11 H -0.946 -2.068 -0.642
12 H -0.251 1.872 0.060

- Orbital gap: 8.5 eV
- Net charge: 0
- LUMO level: -0.2 eV
- HOMO energy: -8.704 eV



Preferred: i; penalty for the next structure: 334.2 kJ/mol.